(1)
Computed, not measured: C45H31F10InN8 as an isolated structure, with ωB97M-V with the def2-TZVPD basis set.

XYZ file:
```
95
Properties=species:S:1:pos:R:3
In 0.3591 0.5911 -0.8324
C 2.1840 -4.3838 -0.3064
C 2.8575 -3.0442 -0.3307
N 0.8283 -1.8209 -1.1061
C -0.3622 -2.5450 -0.8546
C -0.3392 -3.8690 -0.4208
C 0.8824 -4.6898 -0.3171
C -1.5605 -4.4792 -0.1218
C -2.7455 -3.7788 -0.2455
C -2.7528 -2.4627 -0.6791
C -1.5610 -1.8206 -1.0015
N -1.4369 -0.4791 -1.3715
C -2.2576 0.1281 -2.2668
C -3.2967 -0.4672 -2.9754
C -4.0773 0.2506 -3.8940
C -3.8688 1.5766 -4.1488
C -2.8013 2.2271 -3.4930
C -2.4904 3.5863 -3.7195
C -1.4316 4.1700 -3.0850
C -0.6491 3.3797 -2.2323
N -0.9114 2.1117 -2.0024
C -1.9883 1.5152 -2.5828
H 2.8660 -5.2268 -0.2567
H 3.3950 -2.9159 -1.2754
H 0.6580 -5.7503 -0.2466
H -1.5688 -5.5122 0.2057
H -3.6820 -4.2588 0.0100
H -3.6847 -1.9178 -0.7199
H -3.5037 -1.5166 -2.8328
H -4.8720 -0.2756 -4.4091
H -4.4837 2.1288 -4.8471
H -3.1059 4.1537 -4.4077
H -1.1704 5.2070 -3.2413
H 0.2247 3.7966 -1.7465
C 3.6836 -0.2828 -0.6207
N 2.4436 -0.5740 0.0945
C 2.4681 -0.0726 1.4664
C 2.2536 1.4355 1.4620
N 0.9942 1.7445 0.7950
C 0.4489 2.9897 1.0193
C 1.1539 4.1655 1.2918
F 2.4995 4.1687 1.3186
C 0.5246 5.3833 1.5024
F 1.2629 6.4678 1.7565
C -0.8488 5.4945 1.4221
F -1.4536 6.6723 1.6061
C -1.5864 4.3567 1.1433
F -2.9190 4.4295 1.0590
C -0.9441 3.1502 0.9701
F -1.6918 2.0629 0.7227
C 1.8748 -1.9159 -0.0942
C 1.1686 -1.5317 -2.5053
N 1.3863 -0.0964 -2.6080
C 1.3495 0.5676 -3.7944
C 0.9426 0.1106 -5.0568
F 0.5589 -1.1714 -5.2347
C 0.8948 0.9326 -6.1706
F 0.4756 0.4291 -7.3362
C 1.2543 2.2639 -6.0927
F 1.1811 3.0634 -7.1652
C 1.6952 2.7510 -4.8748
F 2.0592 4.0340 -4.7567
C 1.7596 1.9147 -3.7849
F 2.2188 2.4215 -2.6151
H 4.5576 -0.6922 -0.0978
H 3.6434 -0.6790 -1.6310
H 3.8086 0.7952 -0.7154
H 1.6480 -0.5338 2.0203
H 3.4126 -0.3143 1.9717
H 2.2059 1.7757 2.5018
H 3.1169 1.9315 1.0082
H 3.6259 -3.0180 0.4502
H 1.3344 -2.1394 0.8235
H 2.0728 -2.0879 -2.7917
H 0.3490 -1.9100 -3.1136
C 0.1110 -2.8148 4.3842
C -0.6024 -2.0213 5.2660
C -1.4907 -1.0914 4.7556
C -1.6318 -0.9651 3.3734
N -0.9171 -1.7064 2.5221
C -0.0885 -2.6152 3.0267
C -2.6397 -0.0233 2.7925
C -3.0864 1.0942 3.4963
C -4.0769 1.8856 2.9390
C -4.5879 1.5451 1.6985
C -4.0560 0.4349 1.0602
N -3.1084 -0.3306 1.5855
H 0.7987 -3.5747 4.7302
H -0.4866 -2.1368 6.3360
H -2.0917 -0.4947 5.4262
H 0.4408 -3.2308 2.3042
H -2.6577 1.3587 4.4528
H -4.4366 2.7621 3.4631
H -5.3593 2.1345 1.2219
H -4.3940 0.1616 0.0636
```

Computed properties:
energy relative to the best compared isomer or geometry (same formula, charge and spin) = 111.1 kJ/mol
lowest unoccupied orbital energy = -0.027 eV
maximum force = 0.436 eV/Å
orbital gap = 7.0 eV

For reference, the Löwdin charges in units of e are: 0.99, -0.07, -0.12, -0.07, -0.14, -0.16, -0.04, -0.05, -0.07, -0.04, -0.21, 0.02, -0.22, -0.02, -0.08, -0.06, -0.15, 0.01, -0.02, -0.11, 0.06, -0.13, 0.10, 0.11, 0.11, 0.11, 0.11, 0.10, 0.10, 0.11, 0.11, 0.12, 0.11, 0.12, -0.05, -0.19, -0.16, -0.21, -0.06, -0.20, -0.14, 0.09, -0.14, 0.12, -0.15, 0.12, -0.14, 0.12, -0.17, 0.08, -0.29, -0.17, -0.04, -0.18, -0.13, 0.09, -0.15, 0.12, -0.15, 0.11, -0.16, 0.11, -0.17, 0.07, 0.10, 0.08, 0.09, 0.11, 0.13, 0.13, 0.11, 0.13, 0.12, 0.13, 0.13, -0.06, -0.06, -0.02, -0.20, 0.15, -0.14, -0.22, -0.02, -0.07, -0.06, -0.13, 0.14, 0.10, 0.11, 0.10, 0.10, 0.11, 0.11, 0.11, 0.10

***

(2)
Computed, not measured: C45H31F6N11O6S2SrTe as an isolated structure, with ωB97M-V with the def2-TZVPD basis set.

XYZ file:
```
103
Properties=species:S:1:pos:R:3
Sr -1.4379 -1.0745 -0.9322
O -2.4890 -1.2056 3.9691
C -2.4395 -0.8465 2.8011
N -1.8354 -1.4921 1.7656
C -0.6395 -2.0826 2.0845
O -0.2835 -2.5728 3.4212
C -0.2807 -3.2315 1.1325
C -0.1838 -4.5215 1.6420
C 0.0625 -5.5699 0.7703
C 0.2121 -5.2939 -0.5786
C 0.0672 -3.9847 -0.9994
N -0.1630 -2.9698 -0.1690
C -3.0386 0.5008 2.4671
C -3.8831 1.0858 3.3549
C -4.1579 2.4930 3.2671
C -3.7595 3.2066 2.2032
C -3.1432 2.5116 1.0405
N -2.5798 1.2206 1.4081
H -0.3222 -4.6904 2.6976
H 0.1297 -6.5850 1.1371
H 0.4182 -6.0805 -1.2904
H 0.1434 -3.7331 -2.0526
H -4.2361 0.4847 4.1770
H -4.6674 2.9712 4.0933
H -3.9136 4.2753 2.1236
H -3.9084 2.3571 0.2600
C -3.4318 1.6252 -4.4286
C -3.8096 0.4253 -3.9533
N -2.9035 0.4338 -1.6139
C -2.2617 1.5861 -1.5894
C -2.1922 2.6245 -2.6593
N -2.6580 2.6218 -3.8446
C -1.5106 1.9163 -0.4517
C -1.9449 3.1930 0.2416
C -0.9226 3.6861 1.1862
C -0.1864 2.7231 1.8043
C -0.3286 1.3297 1.5462
N -1.3916 0.9449 0.6284
C 0.3874 0.3865 2.3580
C 1.1911 0.8917 3.3939
N 1.3412 0.2207 4.5557
C 1.0978 -1.0258 4.6410
C 0.9033 -1.8149 3.3892
N 0.4587 -1.0003 2.2487
C -0.7871 5.1103 1.4875
C -0.2313 5.5570 2.6912
C -0.1483 6.9168 2.9365
N -0.5801 7.8491 2.0939
C -1.1071 7.4316 0.9487
C -1.2283 6.0967 0.5998
H -3.7669 1.8841 -5.4234
H -4.3725 -0.2548 -4.5783
H -1.5766 3.4863 -2.4125
H -2.3500 3.9519 -0.4176
H 0.5810 3.0504 2.4840
H 1.6249 1.8774 3.3880
H 0.9011 -1.4900 5.5998
H 1.7814 -2.4235 3.1115
H 0.1053 4.8598 3.4459
H 0.2736 7.2856 3.8644
H -1.4566 8.2075 0.2772
H -1.6467 5.8430 -0.3637
F -0.3730 -0.4430 -6.0450
C 0.2464 -0.5528 -4.8635
F 1.2573 0.3256 -4.8620
F 0.7603 -1.7754 -4.7659
S -0.9835 -0.2129 -3.4620
O -0.0404 -0.2976 -2.3138
O -1.7204 -1.5208 -3.6155
N -3.6103 -0.0951 -2.6821
S -3.6220 -1.8071 -2.5495
O -4.1762 -2.4400 -3.6953
O -2.7926 -2.4957 -1.5852
C -5.1408 -1.7405 -1.4238
F -5.5211 -2.9881 -1.1495
F -4.8835 -1.1255 -0.2616
F -6.1657 -1.1032 -1.9936
N 2.0370 1.8995 -1.1608
C 1.5719 1.1901 -0.3674
H 2.4456 2.4096 -1.9152
Te 2.5680 -1.2420 0.2541
C 4.1920 -2.5611 0.8867
C 4.2673 -3.8693 0.4186
C 5.3078 -4.6986 0.8108
C 6.2834 -4.2303 1.6797
C 6.2034 -2.9337 2.1656
C 5.1608 -2.1057 1.7734
C 3.5815 -0.9963 -1.6052
C 3.2850 -1.8220 -2.6794
C 3.8941 -1.6143 -3.9094
C 4.8024 -0.5799 -4.0710
C 5.1022 0.2486 -2.9981
C 4.4922 0.0416 -1.7702
H 3.5035 -4.2379 -0.2568
H 5.3590 -5.7133 0.4369
H 7.0981 -4.8769 1.9781
H 6.9592 -2.5643 2.8470
H 5.0980 -1.0928 2.1541
H 2.5728 -2.6287 -2.5556
H 3.6557 -2.2587 -4.7452
H 5.2694 -0.4163 -5.0333
H 5.8120 1.0576 -3.1180
H 4.7185 0.6877 -0.9298
```

Computed properties:
energy relative to the best compared isomer or geometry (same formula, charge and spin) = 1122.6 kJ/mol
lowest unoccupied orbital energy (alpha / beta) = -2.688 / -2.697 eV
maximum force = 7.910 eV/Å
orbital gap (alpha / beta) = 4.8 / 4.8 eV

Results of the Löwdin charge analysis, in e, for atoms 1 through 99: 1.54, 0.07, -0.45, 0.10, -0.41, 0.00, -0.21, 0.03, -0.03, -0.04, -0.14, -0.07, -0.13, -0.01, -0.07, -0.03, -0.16, 0.05, 0.12, 0.11, 0.11, 0.12, 0.11, 0.11, 0.11, 0.17, -0.14, -0.11, -0.17, -0.31, -0.10, 0.06, -0.19, -0.13, -0.09, 0.04, -0.08, -0.06, -0.19, -0.02, 0.13, 0.01, -0.28, 0.03, -0.15, 0.00, -0.13, 0.07, -0.13, 0.00, 0.10, 0.12, 0.11, 0.13, 0.10, 0.11, 0.14, 0.15, 0.11, 0.11, 0.11, 0.11, 0.12, -0.69, 0.12, 0.13, 0.89, -0.66, -0.49, -0.25, 0.74, -0.21, -0.49, -0.64, 0.14, 0.13, 0.14, 0.17, -0.16, 0.11, 1.53, -0.47, -0.14, -0.09, -0.09, -0.09, -0.15, -0.49, -0.14, -0.09, -0.09, -0.09, -0.16, 0.09, 0.10, 0.10, 0.10, 0.09, 0.09

***

(3)
Computed, not measured: C45H33N8O4RhS3 as an isolated structure, with ωB97M-V with the def2-TZVPD basis set.

XYZ file:
```
94
Properties=species:S:1:pos:R:3
Rh -1.7961 -2.1522 -0.0038
N 0.0862 -2.1396 -0.6940
S 1.4192 -1.6157 -0.4435
N 1.8169 -0.1404 -1.1164
S 1.5794 1.1695 -0.3341
N 0.2758 1.3309 0.4824
S -1.2387 1.1080 -0.1643
N -1.8625 -0.1860 -0.2502
C -1.3099 1.8740 -1.7812
C -1.4738 3.2439 -1.9289
C -1.6845 3.7592 -3.1998
C -1.7426 2.9057 -4.2940
C -1.5765 1.5366 -4.1288
C -1.3656 1.0106 -2.8629
C -2.2197 2.1578 0.8793
C -1.7678 2.5960 2.1137
C -2.6608 3.2390 2.9606
C -3.9774 3.4269 2.5701
C -4.4152 2.9844 1.3254
C -3.5381 2.3378 0.4737
C 2.8533 1.4381 0.8534
C 2.5719 1.9423 2.1102
C 3.6281 2.2244 2.9658
C 4.9356 2.0244 2.5520
C 5.2003 1.5343 1.2778
C 4.1575 1.2445 0.4180
C 1.7906 2.4329 -1.5430
C 1.7009 3.7432 -1.0942
C 2.0004 4.7720 -1.9675
C 2.4006 4.4861 -3.2677
C 2.5085 3.1708 -3.6929
C 2.2175 2.1275 -2.8235
C 2.6217 -2.6709 -1.1983
C 3.7057 -2.2032 -1.9270
C 4.6089 -3.1265 -2.4354
C 4.4203 -4.4847 -2.2088
C 3.3172 -4.9395 -1.4934
C 2.4087 -4.0278 -0.9846
C 1.9602 -1.5405 1.2560
C 0.9991 -1.3698 2.2370
C 1.4039 -1.3079 3.5638
C 2.7477 -1.4212 3.8868
C 3.7026 -1.5937 2.8888
C 3.3143 -1.6599 1.5624
H -1.4464 3.8922 -1.0611
H -1.8146 4.8252 -3.3361
H -1.9312 3.3082 -5.2813
H -1.6289 0.8754 -4.9838
H -1.2581 -0.0538 -2.6937
H -0.7423 2.4194 2.4059
H -2.3299 3.5783 3.9334
H -4.6775 3.8981 3.2473
H -5.4448 3.1286 1.0265
H -3.8676 1.9622 -0.4875
H 1.5420 2.0775 2.4104
H 3.4261 2.5973 3.9613
H 5.7546 2.2518 3.2217
H 6.2220 1.3797 0.9573
H 4.3395 0.8679 -0.5823
H 1.3980 3.9438 -0.0720
H 1.9214 5.7992 -1.6372
H 2.6315 5.2937 -3.9500
H 2.8158 2.9516 -4.7068
H 2.2889 1.0913 -3.1255
H 3.8233 -1.1417 -2.0991
H 5.4657 -2.7856 -3.0024
H 5.1396 -5.1969 -2.5921
H 3.1600 -5.9977 -1.3225
H 1.5346 -4.3518 -0.4346
H -0.0471 -1.3110 1.9857
H 0.6563 -1.1840 4.3373
H 3.0564 -1.3945 4.9246
H 4.7501 -1.6828 3.1474
H 4.0481 -1.8096 0.7806
O -8.3046 -1.7322 2.3006
C -8.0292 -1.7943 1.0918
O -8.7122 -1.7725 0.0513
C -6.4927 -1.9112 0.8103
C -6.0284 -2.0809 -0.4910
C -4.6714 -2.1949 -0.7118
N -3.7983 -2.1216 0.2956
C -4.2282 -1.9310 1.5358
C -5.5668 -1.8414 1.8470
C -3.1191 -1.7752 2.5135
O -3.3134 -1.5145 3.6728
O -1.9066 -1.9106 1.9832
H -6.7399 -2.1197 -1.3044
H -4.2570 -2.3428 -1.7023
H -5.8858 -1.7141 2.8717
N -1.7080 -4.1294 -0.0213
C -1.1553 -5.1532 -0.1086
N -0.6651 -6.3060 -0.2466
C 0.5188 -6.8122 -0.0264
N 1.5536 -7.3155 0.1280
```

Computed properties:
energy relative to the best compared isomer or geometry (same formula, charge and spin) = 50.2 kJ/mol
lowest unoccupied orbital energy = -1.494 eV
maximum force = 1.432 eV/Å
orbital gap = 5.8 eV

For reference, the Löwdin charges in units of e are: 1.11, -0.36, 0.80, -0.35, 0.86, -0.34, 0.79, -0.35, -0.32, -0.07, -0.06, -0.06, -0.05, -0.06, -0.32, -0.06, -0.06, -0.06, -0.05, -0.06, -0.32, -0.05, -0.05, -0.05, -0.05, -0.06, -0.32, -0.07, -0.05, -0.05, -0.05, -0.05, -0.33, -0.08, -0.07, -0.06, -0.04, -0.05, -0.31, -0.06, -0.04, -0.06, -0.06, -0.07, 0.12, 0.11, 0.11, 0.11, 0.10, 0.09, 0.11, 0.11, 0.12, 0.12, 0.10, 0.12, 0.11, 0.12, 0.12, 0.12, 0.12, 0.11, 0.11, 0.11, 0.09, 0.11, 0.11, 0.09, 0.09, 0.06, 0.12, 0.11, 0.11, 0.11, -0.03, -0.69, -0.04, -0.07, 0.02, -0.09, -0.06, -0.18, 0.09, -0.53, 0.12, -0.16, 0.12, 0.11, 0.13, 0.01, -0.33, 0.09, -0.40, 0.09

***

- Look up the maximum force of the first one.
  0.436 eV/Å

***

- The highest energy relative to the best compared isomer or geometry (same formula, charge and spin) belongs to which entry?
  C45H31F6N11O6S2SrTe

***

- Among the records above, which one has the lowest maximum force?
  C45H31F10InN8

***

- Among the records above, which one has the lowest energy relative to the best compared isomer or geometry (same formula, charge and spin)?
  C45H33N8O4RhS3